{"formula": "C4H11N2O", "method": "wB97M-V/def2-TZVPD", "elements": ["H", "H", "H", "H", "H", "C", "O", "H", "C", "H", "C", "C", "N", "H", "N", "H", "H", "H"], "xyz": [[-0.035341, 0.824550, 1.720369], [-1.650056, 0.291220, 1.607632], [0.632091, -1.294564, 0.691437], [-0.826285, -0.803951, 2.389978], [0.174324, -0.243510, -1.650295], [0.116763, 0.273803, -0.689390], [1.635707, 1.337889, 0.785274], [-0.962984, -2.107430, -1.014950], [-0.246017, -0.731783, 0.396786], [-0.731041, 0.949695, -0.826837], [1.343608, 1.089947, -0.377551], [-1.334467, -1.674691, -0.077291], [-0.652919, -0.017061, 1.675086], [-1.582598, -2.420529, 0.674086], [2.013622, 1.645970, -1.409003], [2.613846, 2.423458, -1.182330], [1.728063, 1.581496, -2.371143], [-2.236310, -1.124504, -0.341854]], "atomic_forces_ev_per_a": [[0.236, -0.454, 1.133], [0.191, 0.379, -0.381], [0.191, -0.098, -0.092], [0.989, 0.380, 0.856], [0.311, -0.126, 0.021], [-0.218, -0.344, -0.235], [0.147, -0.099, -0.122], [-0.088, -0.418, 0.217], [-0.263, 0.296, 0.241], [0.049, 0.269, 0.126], [-0.534, 0.455, 0.310], [0.175, 0.312, -0.394], [-1.293, -0.443, -1.659], [0.029, -0.124, -0.113], [0.278, 0.319, -0.276], [0.132, -0.145, 0.075], [-0.212, -0.220, 0.130], [-0.122, 0.062, 0.164]], "lumo_ev": [0.61, 0.41], "multiplicity": 2, "mol_weight_g_mol": 103.1, "homo_lumo_gap_ha": [0.1394, 0.4089], "de_lowest_kj_mol": 102.3}

=====

{"formula": "C2H4N2O2", "method": "wB97M-V/def2-TZVPD", "elements": ["H", "H", "H", "N", "C", "O", "O", "N", "H", "C"], "xyz": [[1.146119, 0.712007, 0.895051], [-1.077188, 1.481381, 1.646372], [0.051394, -1.101880, -2.134480], [0.139421, -0.362867, -1.450268], [1.273498, -0.362376, -0.882797], [2.267586, -0.827628, -0.486320], [-1.937464, -0.035844, 0.524437], [0.351081, 0.139404, 1.106942], [-1.389330, -0.197142, -0.301971], [-0.825116, 0.554943, 1.083034]], "atomic_forces_ev_per_a": [[0.048, 0.962, 1.954], [-0.353, -0.194, -0.576], [0.313, 0.078, -0.433], [1.428, 1.301, 0.707], [-2.176, -4.225, -1.527], [0.268, 1.870, -0.182], [3.187, 0.507, -0.299], [0.134, -1.526, -1.846], [-1.195, -1.087, -0.375], [-1.653, 2.315, 2.577]], "lumo_ev": 0.02, "multiplicity": 1, "smiles": "[H]/N=C/O.N=C=O", "mol_weight_g_mol": 88.1, "homo_lumo_gap_ha": 0.3510, "de_lowest_kj_mol": 359.1}

=====

{"formula": "C11H25Br2O4S", "method": "wB97M-V/def2-TZVPD", "elements": ["H", "H", "C", "O", "O", "O", "H", "H", "H", "H", "Br", "C", "H", "H", "C", "H", "C", "C", "H", "H", "Br", "H", "C", "H", "C", "H", "H", "C", "C", "O", "H", "H", "H", "C", "H", "H", "H", "H", "H", "C", "H", "S", "H"], "xyz": [[4.424101, 1.899877, 0.781809], [-3.702288, -0.654335, 0.713104], [-3.772733, 2.287354, -3.185633], [-4.615568, 1.898190, -4.275656], [4.641485, 0.815379, 2.529919], [5.396844, -1.926898, 1.640963], [-3.253980, 3.199663, -3.497499], [0.248894, 1.089592, 2.944560], [-3.527220, 0.339029, 2.409021], [3.363181, -0.218837, 1.235921], [-2.918085, -3.141844, 2.466357], [-2.968396, -0.171756, 1.508217], [7.428819, -1.858714, 1.387946], [5.622146, 0.571350, 0.701571], [-2.731809, 1.208948, -2.878987], [6.812397, -0.753910, 2.633397], [-0.481482, -1.286657, 2.113035], [3.728212, -0.255156, 2.269635], [-0.258570, 1.096366, 0.767234], [-6.466680, 2.337444, -3.461273], [0.570757, -2.929158, 2.710670], [-4.050367, -1.813272, -2.828452], [4.362922, -1.612101, 2.580046], [-3.918211, -0.686652, -4.193550], [5.194297, 1.353350, 1.334293], [3.598695, -2.389803, 2.480997], [6.889997, -2.514577, 2.947833], [-5.902953, 1.477940, -3.837066], [-3.442255, -1.017369, -3.266722], [-3.344141, 0.041771, -2.321665], [-5.832386, 0.712114, -3.060258], [-2.039307, 1.593780, -2.123707], [-2.149172, 0.958745, -3.774008], [6.697092, -1.747173, 2.191769], [-4.366867, 2.525435, -2.294106], [2.871056, -0.107986, 2.934261], [-2.394707, 0.694730, 0.933015], [-6.437199, 1.058516, -4.693023], [4.743202, -1.642327, 3.609110], [-1.969118, -1.397434, 1.999819], [-2.446746, -1.417480, -3.481214], [0.407221, 0.331175, 1.740479], [5.988924, 2.052694, 1.607839]], "atomic_forces_ev_per_a": [[0.029, 0.011, -0.132], [1.413, 1.108, 1.876], [0.140, -0.201, -0.671], [0.114, -0.098, 0.661], [-0.368, -0.379, -0.382], [-0.288, 0.364, 0.496], [0.027, -0.024, 0.054], [-0.277, -0.667, -1.625], [1.051, -1.411, -1.721], [0.162, -0.082, -0.002], [1.506, 2.638, -0.732], [0.436, -0.455, -0.572], [-0.205, -0.036, 0.043], [-0.067, 0.015, 0.009], [-0.534, 0.062, 0.309], [-0.018, -0.042, 0.030], [-4.860, -1.287, -0.092], [0.777, 0.089, 0.523], [-0.050, -0.815, 1.223], [-0.054, -0.072, 0.065], [-0.992, 2.663, -0.923], [0.088, 0.164, 0.033], [0.100, -0.085, -0.680], [0.071, 0.013, 0.041], [0.173, 0.098, 0.113], [-0.004, 0.032, 0.029], [0.061, 0.082, 0.040], [-0.003, 0.046, -0.210], [-0.096, -0.147, 0.090], [0.165, 0.124, -0.222], [-0.004, 0.032, 0.024], [0.068, 0.102, 0.009], [-0.161, 0.043, 0.062], [0.106, -0.081, -0.118], [0.069, -0.131, -0.070], [-0.022, -0.070, 0.166], [-1.032, -2.028, 1.253], [0.165, 0.113, 0.050], [-0.052, 0.143, -0.143], [2.766, 1.244, 0.127], [-0.025, -0.027, -0.124], [-0.184, -0.927, 1.020], [-0.188, -0.117, 0.072]], "lumo_ev": -4.99, "multiplicity": 1, "charge": 1, "mol_weight_g_mol": 413.2, "homo_lumo_gap_ha": 0.2423, "de_lowest_kj_mol": 251.8}

=====

{"formula": "CH10Br2N2O4Pt", "method": "wB97M-V/def2-TZVPD", "elements": ["C", "Pt", "H", "H", "N", "N", "O", "Br", "H", "O", "H", "O", "H", "Br", "H", "H", "H", "H", "O", "H"], "xyz": [[-2.687823, -1.195378, 2.320290], [1.425747, 0.431112, -0.964490], [-2.182883, -3.012078, 2.873450], [3.919927, 2.939232, -3.570730], [-2.896883, -2.298928, 2.915220], [-3.699963, -0.425108, 2.285080], [0.212367, 3.456312, 0.613870], [-1.753353, 0.341022, -3.855930], [-0.542043, 4.043392, 0.663130], [-1.626933, -1.052288, 1.729490], [2.693527, -3.006748, -3.208030], [3.516877, 2.071512, -3.599910], [3.782717, 1.711762, -4.446160], [4.500507, 0.535852, 1.712240], [3.586077, -3.092208, -1.988220], [-4.616703, -0.716518, 2.592920], [0.864367, 3.854462, 1.190610], [-3.770383, -2.440548, 3.402080], [2.901587, -2.556628, -2.389290], [-3.626723, 0.411772, 1.724390]], "atomic_forces_ev_per_a": [[4.128, -0.627, -2.663], [0.852, 0.043, 0.734], [-0.312, 0.213, 0.197], [0.109, 0.231, 0.128], [-1.225, -5.189, 3.373], [-4.193, 4.659, -0.520], [-0.011, -0.247, -0.260], [0.078, 0.003, 0.063], [-0.215, 0.098, -0.029], [0.967, 1.408, -0.650], [-0.092, -0.086, -0.214], [-0.293, -0.140, 0.141], [0.074, -0.159, -0.184], [-0.827, -0.004, -0.734], [0.222, -0.035, 0.254], [0.326, 0.230, -0.128], [0.303, -0.019, 0.186], [0.476, -0.496, 0.061], [-0.236, 0.289, 0.015], [-0.131, -0.172, 0.229]], "lumo_ev": [-2.64, -4.21], "multiplicity": 3, "mol_weight_g_mol": 469.0, "homo_lumo_gap_ha": [0.1783, 0.1096], "de_lowest_kj_mol": 641.2}